[1]
C22H24N4O5 | wB97M-V/def2-TZVPD

Structure (XYZ):
```
55
Properties=species:S:1:pos:R:3:mulliken_charge:R:1
C -6.259 -1.008 0.567 -0.773
O -5.799 0.227 1.058 -0.474
C -4.598 0.702 0.620 0.411
C -4.189 1.917 1.160 -0.833
C -2.983 2.467 0.774 -0.617
C -2.161 1.842 -0.148 0.332
C -0.830 2.419 -0.538 -0.966
C 0.294 1.577 0.077 -0.179
N 1.610 2.089 -0.221 0.123
C 2.509 1.415 -0.965 0.319
O 2.240 0.390 -1.563 -0.616
C 3.890 2.062 -1.008 -0.952
C 4.568 2.108 0.366 -0.568
C 5.055 0.731 0.831 -0.888
N 4.022 -0.279 0.729 0.789
N 4.224 -1.192 -0.236 -0.964
C 3.310 -2.033 -0.513 -0.100
N 2.121 -2.075 0.158 0.157
C 1.884 -1.183 1.207 0.828
C 0.623 -1.390 1.741 -1.364
C 0.078 -2.435 0.985 0.611
O -1.045 -3.174 0.888 -0.515
C -0.822 -4.041 -0.135 -0.522
C 0.407 -3.894 -0.707 -1.134
C 1.009 -2.840 0.019 1.094
C 2.889 -0.185 1.514 -0.058
O 2.783 0.680 2.368 -0.694
C -2.577 0.618 -0.690 0.507
O -1.730 0.050 -1.593 -0.332
C -2.070 -1.181 -2.177 -1.028
C -3.789 0.055 -0.308 -0.251
H -5.569 -1.822 0.815 0.305
H -7.213 -1.184 1.061 0.239
H -6.415 -0.979 -0.517 0.311
H -4.827 2.408 1.877 0.441
H -2.672 3.409 1.200 0.365
H -0.756 3.451 -0.189 0.501
H -0.721 2.403 -1.624 0.218
H 0.169 1.526 1.163 0.464
H 0.247 0.570 -0.341 -0.153
H 1.896 2.925 0.263 0.326
H 3.780 3.079 -1.391 0.414
H 4.503 1.491 -1.708 0.346
H 3.879 2.499 1.115 0.357
H 5.434 2.771 0.322 0.406
H 5.376 0.799 1.875 0.351
H 5.879 0.381 0.210 0.437
H 3.484 -2.743 -1.304 0.330
H 0.188 -0.849 2.555 0.530
H -1.618 -4.724 -0.361 0.517
H 0.803 -4.458 -1.526 0.466
H -2.198 -1.966 -1.424 0.276
H -2.981 -1.105 -2.781 0.439
H -1.231 -1.439 -2.821 0.275
H -4.099 -0.885 -0.731 0.498
```

As for the HOMO-LUMO gap: 0.313 Ha. Its LUMO energy is 0.64 eV. Its HOMO energy is -7.880 eV. The total charge is 0. Its SMILES is COc1ccc(CCNC(=O)CCCn2ncn3c(cc4occc43)c2=O)c(OC)c1.

[2]
C22H24N4O5Ti | wB97M-V/def2-TZVPD

Structure (XYZ):
```
56
Properties=species:S:1:pos:R:3:mulliken_charge:R:1
Ti 0.486 1.036 0.684 -0.731
O 0.314 0.701 4.716 -0.871
C 0.035 0.606 3.504 0.442
O 0.567 1.433 2.595 -0.559
C -0.800 -0.373 2.904 -0.367
C -1.412 -1.370 3.624 -0.174
C -2.199 -2.351 3.025 -1.689
C -2.483 -2.219 1.623 1.977
C -3.345 -3.080 0.938 -0.613
C -3.654 -2.922 -0.422 -0.465
C -3.115 -1.862 -1.110 -0.741
C -2.243 -0.975 -0.447 -0.461
C -1.867 -1.148 0.883 -0.736
N -0.911 -0.313 1.468 1.028
H -1.233 -1.362 4.693 0.470
H -2.671 -3.140 3.599 0.242
H -3.789 -3.898 1.500 0.291
H -4.323 -3.620 -0.918 0.314
H -3.360 -1.699 -2.155 0.359
H -1.837 -0.132 -0.988 0.345
C 4.522 -0.509 0.320 -1.990
C 3.124 -0.132 -0.106 0.955
O 2.344 0.153 0.781 0.056
C 2.756 -0.162 -1.517 0.637
C 3.744 -0.412 -2.489 -0.766
C 3.451 -0.465 -3.823 -0.851
C 2.114 -0.272 -4.226 -0.303
C 1.123 -0.044 -3.327 -0.920
C 1.401 0.018 -1.921 0.739
O 0.446 0.187 -1.102 0.027
H 4.543 -0.539 1.406 0.395
H 5.237 0.233 -0.033 0.377
H 4.817 -1.478 -0.080 0.405
H 4.768 -0.558 -2.171 0.334
H 4.229 -0.654 -4.550 0.359
H 1.867 -0.310 -5.282 0.369
H 0.094 0.096 -3.628 0.431
N 1.312 2.775 -0.010 -0.225
C -0.012 2.909 0.071 0.497
H 1.964 3.544 -0.030 0.146
N 0.135 -3.648 -0.168 -0.744
N 1.364 -2.944 0.112 -0.497
H -0.609 -2.981 -0.375 0.357
H -0.141 -4.081 0.706 0.322
H 1.161 -2.051 0.560 0.181
H 1.775 -2.729 -0.789 0.342
C -2.726 3.357 1.490 -0.621
O -2.351 3.168 0.144 -0.338
C -1.062 3.691 -0.142 0.065
C -1.221 4.855 -1.076 -1.301
H -2.026 2.868 2.174 0.097
H -3.713 2.909 1.624 0.232
H -2.777 4.428 1.742 0.274
H -1.742 5.708 -0.623 0.292
H -1.818 4.543 -1.941 0.234
H -0.253 5.215 -1.439 0.373
```

As for the HOMO-LUMO gap (spin up / spin down): 0.116 / 0.116 Ha. Its LUMO energy (spin up / spin down) is 4.44 / 4.44 eV. Its HOMO energy (spin up / spin down) is 1.283 / 1.280 eV. The total charge is -2.

[3]
C22H25AgAsN2 | wB97M-V/def2-TZVPD

Structure (XYZ):
```
51
Properties=species:S:1:pos:R:3:mulliken_charge:R:1
Ag 0.630 -1.703 -0.346 0.321
C 5.286 -0.070 0.133 -1.698
C 4.547 -0.789 1.263 1.420
C 4.581 0.063 2.527 -1.652
C 5.169 -2.153 1.536 -1.747
N 3.095 -0.975 0.978 -0.077
N 2.830 -1.667 -0.266 -0.554
H 6.322 0.103 0.421 0.418
H 4.834 0.901 -0.081 0.376
H 5.322 -0.655 -0.790 0.466
H 5.611 0.249 2.829 0.408
H 4.064 -0.440 3.344 0.401
H 4.105 1.033 2.360 0.393
H 6.197 -2.027 1.875 0.441
H 5.214 -2.778 0.640 0.407
H 4.615 -2.683 2.310 0.410
H 2.670 -0.056 0.881 0.347
H 3.154 -2.620 -0.134 0.281
H 3.380 -1.284 -1.033 0.236
C -4.665 2.497 2.563 -0.432
C -4.858 1.723 1.425 -0.682
C -3.767 1.236 0.723 -0.079
C -2.479 1.524 1.163 0.292
C -2.285 2.297 2.302 -0.355
C -3.382 2.785 3.001 -0.554
As -0.908 0.897 0.209 0.144
C -1.547 -0.895 -0.301 -1.038
C -1.664 -2.030 0.520 -0.079
C -2.196 -3.210 -0.004 -0.667
C -2.604 -3.253 -1.329 -0.770
C -2.488 -2.137 -2.150 -0.455
C -1.961 -0.952 -1.651 1.885
C -1.839 0.327 -2.378 0.116
C -2.179 0.531 -3.712 -0.628
C -2.048 1.794 -4.265 -0.713
C -1.576 2.854 -3.498 -0.615
C -1.222 2.656 -2.171 -0.513
C -1.361 1.395 -1.612 0.341
H -5.519 2.876 3.108 0.396
H -5.861 1.501 1.083 0.380
H -3.924 0.640 -0.170 0.309
H -1.283 2.519 2.648 0.350
H -3.232 3.388 3.887 0.385
H -1.415 -1.968 1.575 0.450
H -2.309 -4.079 0.631 0.469
H -3.026 -4.166 -1.728 0.418
H -2.827 -2.193 -3.176 0.426
H -2.549 -0.285 -4.320 0.374
H -2.318 1.957 -5.300 0.411
H -1.483 3.838 -3.939 0.403
H -0.851 3.485 -1.581 0.436
```

As for the HOMO-LUMO gap: 0.311 Ha. Its LUMO energy is -2.95 eV. Its HOMO energy is -11.424 eV. The total charge is +1.

Summary of maximum force in eV/A
1.7, 2.3, 0.4
(order as listed above)
Summary of energy relative to the best compared isomer or geometry (same formula, charge and spin) in kcal per mole
54.0, 6.7, 3.2
(order as listed above)